[1]
{
  "formula": "C27H14Br2Cl4IN3O2S2V",
  "method": "ωB97M-V/def2-TZVPD",
  "molar_mass_g_mol": 956.03,
  "e_tot_ha": -10379.10231,
  "s2": 0.79,
  "multiplicity": 2,
  "total_charge": -2,
  "symbols": ["V", "Br", "C", "C", "C", "N", "C", "C", "C", "C", "C", "Br", "C", "C", "N", "H", "H", "H", "H", "H", "H", "S", "C", "C", "C", "C", "C", "C", "S", "H", "H", "H", "H", "Cl", "C", "C", "Cl", "C", "Cl", "C", "O", "C", "O", "C", "Cl", "I", "C", "C", "C", "C", "C", "N", "H", "H", "H", "H"],
  "coordinates": [[0.35, -0.28, -0.35], [-2.52, -5.15, 3.07], [-1.72, -3.70, 2.12], [-2.54, -2.81, 1.40], [-1.93, -1.78, 0.74], [-0.59, -1.61, 0.70], [0.21, -2.51, 1.38], [-0.37, -3.56, 2.14], [1.59, -2.34, 1.13], [2.61, -3.20, 1.58], [3.88, -2.97, 1.17], [5.28, -4.13, 1.75], [4.19, -1.90, 0.30], [3.15, -1.10, -0.09], [1.88, -1.27, 0.31], [-3.62, -2.92, 1.37], [-2.52, -1.04, 0.21], [0.25, -4.23, 2.72], [2.37, -4.02, 2.24], [5.19, -1.73, -0.04], [3.33, -0.26, -0.75], [1.25, 1.58, -1.50], [2.06, 2.56, -0.31], [2.83, 3.66, -0.70], [3.51, 4.44, 0.22], [3.43, 4.12, 1.58], [2.64, 3.06, 1.99], [1.94, 2.27, 1.07], [0.88, 1.00, 1.62], [2.88, 3.90, -1.76], [4.10, 5.28, -0.11], [3.97, 4.71, 2.30], [2.55, 2.82, 3.04], [-1.81, -3.38, -6.07], [-1.67, -2.35, -4.68], [-2.66, -1.42, -4.41], [-4.06, -1.30, -5.43], [-2.53, -0.58, -3.29], [-3.76, 0.59, -2.91], [-1.43, -0.66, -2.44], [-1.24, 0.08, -1.40], [-0.41, -1.64, -2.72], [0.58, -1.67, -1.88], [-0.55, -2.45, -3.84], [0.71, -3.60, -4.19], [-2.13, 0.41, 3.47], [-2.55, 1.84, 1.97], [-3.43, 2.87, 2.27], [-3.65, 3.82, 1.28], [-2.97, 3.70, 0.07], [-2.12, 2.63, -0.11], [-1.93, 1.70, 0.82], [-3.91, 2.93, 3.23], [-4.35, 4.63, 1.45], [-3.10, 4.44, -0.71], [-1.55, 2.48, -1.03]],
  "lowdin_charge": [0.54, 0.64, -0.70, -0.15, -0.18, -0.05, -0.22, -0.08, -0.21, -0.07, -0.69, 0.66, -0.12, -0.12, -0.12, 0.09, 0.11, 0.09, 0.09, 0.08, 0.10, 0.66, -0.69, -0.15, -0.15, -0.15, -0.15, -0.66, 0.64, 0.08, 0.08, 0.08, 0.09, 0.59, -0.73, -0.73, 0.59, -0.61, 0.65, -0.38, -0.27, -0.38, -0.14, -0.61, 0.64, 0.87, -0.75, -0.16, -0.09, -0.06, -0.12, 0.00, 0.08, 0.09, 0.10, 0.08]
}

=====

[2]
{
  "formula": "C27H17AuBr3N2O3PS2",
  "method": "ωB97M-V/def2-TZVPD",
  "molar_mass_g_mol": 949.23,
  "e_tot_ha": -10369.81527,
  "s2": 2.04,
  "multiplicity": 3,
  "total_charge": 0,
  "symbols": ["Au", "Br", "C", "C", "C", "Br", "C", "C", "C", "C", "N", "C", "C", "O", "H", "H", "H", "H", "S", "P", "S", "C", "C", "C", "C", "C", "C", "C", "C", "C", "C", "C", "C", "H", "H", "H", "H", "H", "H", "H", "H", "H", "H", "Br", "C", "C", "N", "C", "C", "C", "C", "O", "O", "H", "H", "H"],
  "coordinates": [[0.79, -0.08, 1.09], [2.39, 4.90, 1.60], [0.79, 4.31, 0.83], [-0.25, 5.20, 0.64], [-1.44, 4.77, 0.08], [-2.81, 6.03, -0.14], [-1.65, 3.41, -0.33], [-2.82, 2.91, -0.92], [-2.91, 1.58, -1.22], [-1.85, 0.74, -0.91], [-0.74, 1.19, -0.36], [-0.61, 2.49, -0.10], [0.69, 2.92, 0.46], [1.62, 2.13, 0.58], [-0.13, 6.23, 0.94], [-3.64, 3.58, -1.13], [-3.81, 1.18, -1.68], [-1.88, -0.33, -1.08], [0.48, 1.07, 3.20], [-1.14, -0.09, 3.73], [-2.47, -0.39, 2.31], [-1.86, 0.80, 5.15], [-1.32, 0.65, 6.43], [-1.90, 1.30, 7.51], [-3.02, 2.10, 7.32], [-3.55, 2.26, 6.04], [-2.97, 1.61, 4.96], [-0.51, -1.66, 4.41], [-1.34, -2.77, 4.40], [-0.89, -3.98, 4.90], [0.40, -4.08, 5.42], [1.23, -2.97, 5.44], [0.78, -1.75, 4.93], [-0.45, 0.02, 6.58], [-1.49, 1.18, 8.50], [-3.49, 2.60, 8.16], [-4.42, 2.89, 5.89], [-3.38, 1.72, 3.97], [-2.34, -2.69, 3.97], [-1.54, -4.85, 4.89], [0.75, -5.03, 5.81], [2.23, -3.04, 5.85], [1.43, -0.89, 4.92], [2.07, -7.76, 1.09], [0.89, -6.37, 0.60], [-0.33, -6.68, 0.02], [-1.21, -5.75, -0.34], [-0.88, -4.47, -0.14], [0.33, -4.08, 0.43], [1.23, -5.06, 0.82], [0.62, -2.63, 0.62], [0.39, -1.82, -0.32], [1.06, -2.24, 1.74], [-0.61, -7.71, -0.16], [-1.60, -3.72, -0.44], [2.17, -4.79, 1.28]],
  "lowdin_charge": [0.87, 0.87, -0.59, -0.16, -0.59, 0.85, -0.18, -0.01, -0.02, -0.12, 0.07, -0.15, -0.43, -0.08, 0.10, 0.09, 0.12, 0.11, 0.34, 0.11, 0.22, -0.38, -0.08, -0.08, -0.09, -0.08, -0.11, -0.41, -0.10, -0.08, -0.08, -0.08, -0.13, 0.10, 0.10, 0.10, 0.10, 0.07, 0.08, 0.10, 0.10, 0.10, 0.07, 0.74, -0.67, -0.18, 0.08, -0.07, -0.11, -0.05, -0.62, -0.07, -0.06, 0.10, 0.12, 0.12]
}

=====

[3]
{
  "formula": "C27H17BrF5IN5O2RbS2Te",
  "method": "ωB97M-V/def2-TZVPD",
  "molar_mass_g_mol": 1022.47,
  "e_tot_ha": -5923.06134,
  "total_charge": -2,
  "symbols": ["Rb", "Br", "C", "C", "C", "C", "C", "C", "N", "N", "C", "C", "C", "C", "O", "C", "N", "C", "C", "C", "C", "H", "H", "H", "H", "H", "H", "H", "H", "H", "S", "C", "N", "C", "C", "C", "C", "C", "C", "S", "H", "H", "H", "H", "I", "C", "C", "C", "C", "N", "C", "H", "H", "H", "H", "F", "Te", "F", "F", "F", "F", "O"],
  "coordinates": [[-0.99, -0.67, -0.68], [0.91, 5.36, 4.77], [2.20, 5.12, 3.39], [2.63, 6.22, 2.67], [3.57, 6.04, 1.67], [4.08, 4.78, 1.37], [3.63, 3.69, 2.13], [2.70, 3.86, 3.14], [5.14, 4.71, 0.44], [5.29, 3.76, -0.39], [4.34, 2.84, -0.77], [4.89, 1.62, -1.19], [4.14, 0.49, -1.43], [2.71, 0.50, -1.29], [2.01, -0.51, -1.41], [2.11, 1.84, -1.04], [0.77, 1.90, -1.10], [0.17, 3.06, -0.99], [0.87, 4.27, -0.88], [2.24, 4.22, -0.81], [2.91, 2.98, -0.83], [2.23, 7.20, 2.88], [3.94, 6.89, 1.11], [4.01, 2.69, 1.91], [2.36, 3.00, 3.71], [5.97, 1.57, -1.25], [4.60, -0.45, -1.70], [-0.92, 3.06, -1.02], [0.34, 5.21, -0.86], [2.81, 5.14, -0.75], [-0.56, -3.41, 2.45], [-2.05, -3.61, 1.67], [-2.44, -3.09, 0.53], [-3.70, -3.50, 0.16], [-4.36, -3.10, -1.00], [-5.62, -3.60, -1.28], [-6.24, -4.50, -0.41], [-5.60, -4.90, 0.76], [-4.34, -4.40, 1.03], [-3.28, -4.70, 2.38], [-3.89, -2.37, -1.66], [-6.14, -3.28, -2.17], [-7.23, -4.88, -0.64], [-6.08, -5.59, 1.44], [-1.50, -7.42, -0.36], [-0.20, -5.83, -0.76], [1.14, -5.90, -0.44], [1.93, -4.80, -0.69], [1.34, -3.66, -1.25], [0.05, -3.60, -1.55], [-0.71, -4.67, -1.32], [1.56, -6.79, 0.02], [2.98, -4.79, -0.44], [1.91, -2.76, -1.42], [-1.76, -4.58, -1.55], [-4.59, 2.27, 0.64], [-3.79, 1.25, -0.72], [-3.25, 2.94, -1.36], [-4.49, -0.20, 0.24], [-2.30, 1.29, 0.47], [-5.45, 1.49, -1.57], [-3.01, 0.31, -2.00]],
  "lowdin_charge": [0.88, 0.68, -0.70, -0.14, -0.06, -0.32, -0.02, -0.12, 0.01, 0.03, -0.28, -0.05, -0.03, -0.38, -0.07, -0.14, 0.09, -0.13, -0.04, -0.02, -0.11, 0.09, 0.11, 0.12, 0.10, 0.10, 0.10, 0.08, 0.10, 0.10, 0.40, -1.21, -0.06, -0.35, -0.04, -0.10, -0.13, -0.12, -0.51, 0.91, 0.10, 0.09, 0.08, 0.09, 0.84, -0.71, -0.15, -0.06, -0.13, 0.06, -0.23, 0.09, 0.10, 0.08, 0.09, -0.38, 1.70, -0.40, -0.37, -0.50, -0.40, -0.75]
}

=====

[4]
{
  "formula": "C27H17F12KN2O2",
  "method": "ωB97M-V/def2-TZVPD",
  "molar_mass_g_mol": 668.52,
  "e_tot_ha": -3097.55439,
  "total_charge": -2,
  "symbols": ["K", "C", "C", "C", "C", "C", "N", "C", "C", "C", "C", "C", "C", "C", "C", "O", "C", "F", "F", "F", "C", "F", "F", "F", "C", "C", "C", "O", "C", "F", "F", "F", "C", "F", "F", "F", "H", "H", "H", "H", "H", "H", "H", "H", "H", "H", "H", "H", "N", "C", "C", "C", "C", "C", "C", "C", "H", "H", "H", "H", "H"],
  "coordinates": [[2.12, 0.93, -0.79], [-5.43, 1.50, -0.45], [-3.99, 1.27, -0.08], [-3.59, 0.28, 0.81], [-2.26, 0.07, 1.09], [-1.19, 0.82, 0.51], [0.09, 0.44, 0.76], [0.42, 0.01, 2.01], [-0.08, 0.75, 3.13], [0.21, 0.46, 4.44], [1.04, -0.61, 4.76], [1.42, -0.93, 6.18], [1.55, -1.34, 3.70], [1.29, -1.09, 2.35], [1.93, -1.98, 1.24], [2.46, -1.32, 0.20], [3.12, -2.85, 1.80], [4.05, -2.07, 2.38], [2.83, -3.83, 2.72], [3.76, -3.51, 0.81], [0.84, -3.00, 0.79], [1.29, -3.87, -0.15], [0.36, -3.77, 1.79], [-0.23, -2.39, 0.25], [-1.61, 1.87, -0.38], [-2.97, 2.03, -0.64], [-0.62, 2.86, -1.08], [0.61, 2.92, -0.60], [-0.54, 2.42, -2.59], [0.15, 3.29, -3.36], [-1.70, 2.18, -3.25], [0.15, 1.25, -2.66], [-1.20, 4.33, -1.08], [-2.22, 4.59, -1.96], [-1.68, 4.67, 0.14], [-0.26, 5.24, -1.38], [-6.10, 1.06, 0.29], [-5.68, 1.05, -1.42], [-5.66, 2.56, -0.52], [-4.33, -0.36, 1.29], [-1.98, -0.73, 1.76], [-0.72, 1.60, 2.90], [-0.21, 1.09, 5.22], [0.63, -0.63, 6.88], [2.33, -0.41, 6.49], [1.59, -2.00, 6.31], [2.18, -2.18, 3.96], [-3.28, 2.81, -1.33], [4.95, -0.19, -5.19], [3.89, -0.51, -4.87], [2.58, -0.93, -4.42], [1.51, -0.85, -5.31], [0.25, -1.22, -4.88], [0.06, -1.66, -3.58], [1.13, -1.73, -2.70], [2.40, -1.37, -3.11], [1.67, -0.49, -6.32], [-0.59, -1.15, -5.56], [-0.94, -1.91, -3.23], [0.97, -2.03, -1.67], [3.22, -1.44, -2.41]],
  "lowdin_charge": [0.87, -0.09, -0.31, -0.08, -0.04, -0.24, 0.00, -0.25, -0.03, -0.08, -0.31, -0.09, -0.02, -0.04, -0.42, -0.27, -0.53, 0.13, 0.09, 0.12, -0.53, 0.11, 0.12, 0.14, -0.05, -0.03, -0.45, -0.25, -0.52, 0.12, 0.12, 0.08, -0.52, 0.08, 0.13, 0.12, 0.06, 0.06, 0.06, 0.09, 0.11, 0.11, 0.09, 0.06, 0.06, 0.06, 0.10, 0.10, 0.13, -0.19, -0.24, -0.05, -0.08, -0.05, -0.06, -0.04, 0.11, 0.10, 0.12, 0.08, 0.12]
}

=====

[5]
{
  "formula": "C27H18Br2CoN7OSe",
  "method": "ωB97M-V/def2-TZVPD",
  "molar_mass_g_mol": 754.19,
  "e_tot_ha": -10430.23824,
  "s2": 0.76,
  "multiplicity": 2,
  "total_charge": 1,
  "symbols": ["Co", "C", "C", "C", "C", "C", "C", "Br", "C", "C", "Br", "C", "O", "C", "N", "H", "H", "H", "H", "H", "H", "Se", "N", "C", "C", "C", "C", "C", "N", "C", "C", "N", "C", "C", "C", "C", "C", "N", "H", "H", "H", "H", "H", "H", "N", "C", "C", "C", "N", "C", "C", "H", "H", "H", "H", "H", "H"],
  "coordinates": [[0.64, -0.80, -0.49], [-3.26, -1.17, -0.80], [-2.64, 0.18, -0.98], [-3.28, 1.32, -0.52], [-2.64, 2.56, -0.61], [-1.41, 2.60, -1.21], [-0.37, 3.68, -1.27], [-1.13, 5.43, -1.58], [1.79, 3.24, -1.23], [2.27, 1.86, -1.11], [3.73, 1.40, -0.05], [1.54, 0.92, -1.92], [1.78, -0.30, -2.06], [-0.89, 1.42, -1.74], [-1.45, 0.23, -1.62], [-4.26, -1.09, -0.38], [-2.65, -1.78, -0.13], [-3.33, -1.69, -1.76], [-4.25, 1.25, -0.06], [-3.10, 3.45, -0.20], [2.57, 3.99, -1.34], [0.54, 4.62, 4.63], [0.38, 2.87, 4.77], [0.44, 2.37, 3.56], [0.31, 0.94, 3.28], [0.07, -0.07, 4.21], [-0.05, -1.37, 3.76], [0.06, -1.65, 2.39], [0.30, -0.70, 1.49], [0.44, 0.57, 1.95], [0.67, 1.56, 0.92], [0.73, 1.06, -0.32], [0.36, 1.68, -2.59], [0.67, 3.18, -2.31], [0.74, 3.74, -0.12], [0.64, 2.90, 1.10], [0.59, 3.35, 2.48], [0.66, 4.60, 2.87], [-0.03, 0.18, 5.26], [-0.24, -2.18, 4.44], [-0.05, -2.66, 2.02], [0.22, 1.39, -3.63], [0.80, 3.77, -3.21], [0.94, 4.77, 0.16], [1.02, -6.75, -1.67], [0.91, -5.44, -1.38], [1.95, -4.74, -0.75], [1.79, -3.40, -0.47], [0.68, -2.71, -0.76], [-0.32, -3.38, -1.37], [-0.25, -4.71, -1.69], [1.88, -7.24, -1.52], [0.30, -7.22, -2.19], [2.88, -5.23, -0.50], [2.59, -2.85, 0.00], [-1.19, -2.79, -1.62], [-1.09, -5.19, -2.18]],
  "lowdin_charge": [0.63, -0.03, -0.30, -0.01, 0.01, -0.18, -0.64, 0.81, -0.16, -0.56, 0.93, -0.45, -0.02, -0.22, 0.16, 0.08, 0.07, 0.09, 0.11, 0.12, 0.16, 1.16, -0.23, -0.32, -0.07, 0.04, -0.02, -0.08, 0.07, -0.11, -0.24, -0.01, -0.04, -0.14, -0.11, -0.05, -0.32, -0.23, 0.13, 0.12, 0.12, 0.17, 0.15, 0.12, 0.15, -0.30, 0.01, -0.10, -0.05, -0.09, 0.01, 0.11, 0.11, 0.12, 0.13, 0.10, 0.12]
}

=====

[6]
{
  "formula": "C27H18ClF12NO2Pt",
  "method": "ωB97M-V/def2-TZVPD",
  "molar_mass_g_mol": 846.95,
  "e_tot_ha": -3022.83879,
  "total_charge": 0,
  "symbols": ["Pt", "C", "C", "C", "C", "C", "N", "C", "C", "C", "C", "C", "C", "C", "C", "O", "C", "F", "F", "F", "C", "F", "F", "F", "C", "C", "C", "O", "C", "F", "F", "F", "C", "F", "F", "F", "H", "H", "H", "H", "H", "H", "H", "H", "H", "H", "H", "H", "Cl", "C", "C", "C", "C", "C", "C", "C", "H", "H", "H", "H", "H", "H"],
  "coordinates": [[1.70, -0.34, 0.39], [-4.42, -2.20, -1.92], [-3.25, -1.44, -1.36], [-3.37, -0.68, -0.20], [-2.27, -0.03, 0.31], [-1.02, -0.09, -0.32], [0.02, 0.59, 0.35], [0.10, 1.98, 0.46], [-0.82, 2.76, -0.25], [-0.85, 4.13, -0.14], [0.07, 4.80, 0.66], [0.08, 6.30, 0.76], [1.00, 4.03, 1.34], [1.05, 2.64, 1.28], [2.13, 1.91, 2.10], [2.08, 0.53, 2.12], [1.99, 2.28, 3.61], [0.72, 2.08, 3.99], [2.77, 1.52, 4.37], [2.30, 3.56, 3.88], [3.54, 2.30, 1.56], [4.51, 1.70, 2.25], [3.64, 1.88, 0.28], [3.81, 3.61, 1.57], [-0.88, -0.86, -1.48], [-2.01, -1.52, -1.97], [0.45, -0.96, -2.24], [1.59, -0.93, -1.46], [0.58, -2.28, -3.04], [1.81, -2.41, -3.54], [0.37, -3.32, -2.22], [-0.26, -2.41, -4.08], [0.54, 0.25, -3.22], [-0.44, 0.24, -4.13], [0.44, 1.40, -2.52], [1.70, 0.29, -3.87], [-5.37, -1.78, -1.58], [-4.39, -3.25, -1.62], [-4.42, -2.18, -3.01], [-4.33, -0.60, 0.30], [-2.34, 0.55, 1.22], [-1.53, 2.26, -0.90], [-1.60, 4.69, -0.69], [-0.89, 6.72, 0.52], [0.81, 6.73, 0.08], [0.35, 6.62, 1.77], [1.72, 4.55, 1.96], [-1.93, -2.11, -2.87], [-0.73, -6.87, -0.68], [-0.21, -5.37, 0.02], [-1.16, -4.41, 0.34], [-0.74, -3.22, 0.90], [0.62, -2.98, 1.13], [1.05, -1.72, 1.77], [1.55, -3.96, 0.80], [1.14, -5.16, 0.24], [-2.20, -4.60, 0.16], [-1.47, -2.46, 1.15], [1.94, -1.82, 2.40], [0.27, -1.19, 2.30], [2.60, -3.80, 0.99], [1.86, -5.93, -0.02]],
  "lowdin_charge": [1.48, -0.04, -0.25, -0.03, -0.02, -0.25, -0.08, -0.20, -0.02, -0.02, -0.26, -0.05, 0.02, -0.05, -0.32, -0.27, -0.55, 0.17, 0.17, 0.15, -0.55, 0.17, 0.12, 0.16, -0.06, 0.03, -0.31, -0.26, -0.56, 0.18, 0.17, 0.15, -0.55, 0.17, 0.16, 0.18, 0.08, 0.08, 0.08, 0.12, 0.13, 0.12, 0.12, 0.08, 0.09, 0.08, 0.12, 0.12, 0.69, -0.67, -0.09, -0.03, -0.28, -0.12, -0.03, -0.10, 0.11, 0.11, 0.09, 0.09, 0.12, 0.11]
}